Here is C56H55IN16OP2TeTi as an isolated structure in a non-equilibrium geometry from the Open Molecules 2025 dataset. Energies are from ωB97M-V with the def2-TZVPD basis set.

Computed properties:
net charge = 0
HOMO = -7.116 eV
calculated total energy = -5216.15210 Ha
HOMO-LUMO gap = 0.2119 Ha

Last column: Mulliken charge in e.
Geometry (Å):
Ti1 0.70 0.07 0.51  0.13
Te1 2.96 -3.24 -2.90  0.39
C1 4.14 -2.41 -4.49  0.15
C2 5.41 -1.90 -4.27  -0.06
C3 6.17 -1.51 -5.37  -0.50
N1 5.75 -1.61 -6.62  -0.64
C4 4.53 -2.10 -6.82  -0.54
C5 3.69 -2.52 -5.80  -0.11
C6 2.12 -1.63 -1.81  -2.29
P1 0.36 -1.48 -1.71  3.18
C7 -0.32 -3.14 -1.29  0.64
C8 0.47 -4.15 -0.76  -0.94
C9 -0.09 -5.39 -0.48  -0.90
C10 -1.44 -5.62 -0.71  -0.63
C11 -2.24 -4.59 -1.21  -0.87
C12 -1.68 -3.36 -1.50  -0.35
C13 -0.15 -1.46 -3.51  0.61
C14 -0.15 -0.25 -4.20  -0.13
C15 -0.37 -0.19 -5.57  -1.04
C16 -0.57 -1.36 -6.29  -0.83
C17 -0.56 -2.57 -5.62  -0.78
C18 -0.34 -2.63 -4.25  -0.56
P2 2.71 -0.07 -1.26  2.38
C19 4.28 -0.35 -0.32  1.13
C20 4.90 0.73 0.32  -0.24
C21 6.00 0.53 1.13  -0.74
C22 6.51 -0.75 1.32  -0.79
C23 5.89 -1.82 0.70  -0.77
C24 4.78 -1.63 -0.11  -0.37
C25 3.37 0.88 -2.71  1.04
C26 4.13 2.05 -2.58  -0.25
C27 4.61 2.71 -3.70  -1.06
C28 4.32 2.23 -4.97  -0.91
C29 3.51 1.11 -5.11  -1.10
C30 3.03 0.46 -3.99  0.51
H1 5.81 -1.80 -3.27  0.41
H2 7.17 -1.12 -5.24  0.39
H3 4.21 -2.17 -7.86  0.38
H4 2.71 -2.91 -6.02  0.41
H5 1.50 -3.96 -0.52  -0.02
H6 0.53 -6.18 -0.07  0.44
H7 -1.88 -6.58 -0.50  0.39
H8 -3.30 -4.75 -1.37  0.42
H9 -2.30 -2.56 -1.89  0.45
H10 0.04 0.68 -3.67  0.58
H11 -0.37 0.77 -6.08  0.49
H12 -0.74 -1.32 -7.36  0.41
H13 -0.71 -3.49 -6.17  0.45
H14 -0.33 -3.58 -3.76  0.43
H15 4.51 1.73 0.21  -0.35
H16 6.46 1.38 1.62  0.46
H17 7.36 -0.90 1.96  0.39
H18 6.26 -2.83 0.86  0.48
H19 4.29 -2.48 -0.55  -0.05
H20 4.35 2.46 -1.60  0.33
H21 5.22 3.60 -3.57  0.47
H22 4.72 2.73 -5.84  0.41
H23 3.27 0.74 -6.10  0.52
H24 2.38 -0.40 -4.11  -0.25
N2 2.95 0.45 3.09  0.19
C31 2.74 -0.81 2.60  -0.61
N3 3.30 -1.91 3.05  -0.61
N4 2.83 -2.88 2.26  -1.08
N5 2.04 -2.42 1.36  -0.14
N6 1.93 -1.08 1.54  1.64
C32 2.75 1.52 2.27  -0.80
N7 3.34 2.69 2.42  -0.45
N8 2.92 3.41 1.38  -1.16
N9 2.12 2.74 0.64  -0.20
N10 1.96 1.50 1.18  2.11
H25 3.68 0.54 3.78  0.42
C33 -8.69 2.62 6.24  -1.37
C34 -7.59 1.60 6.07  0.90
C35 -7.60 0.39 6.76  -0.78
C36 -6.59 -0.53 6.59  -0.74
C37 -5.53 -0.28 5.72  0.22
N11 -4.53 -1.27 5.56  0.00
C38 -3.21 -1.12 5.20  0.20
O1 -2.56 -2.05 4.76  -0.64
N12 -2.69 0.13 5.48  -0.13
C39 -1.73 0.83 4.75  0.44
C40 -1.53 2.17 5.06  -0.56
C41 -0.65 2.90 4.30  -1.51
C42 -0.03 2.30 3.23  -0.35
N13 -0.20 1.01 2.91  0.37
C43 -1.00 0.28 3.69  -0.95
C44 -5.53 0.92 5.00  0.05
C45 -6.54 1.84 5.19  -0.90
H26 -9.49 2.24 6.87  0.34
H27 -9.11 2.89 5.27  0.33
H28 -8.29 3.53 6.70  0.31
H29 -8.41 0.17 7.44  0.29
H30 -6.61 -1.47 7.13  0.42
H31 -4.84 -2.22 5.59  0.30
H32 -3.25 0.71 6.08  0.28
H33 -2.07 2.63 5.89  0.38
H34 -0.47 3.95 4.50  0.51
H35 0.62 2.89 2.60  0.20
H36 -1.10 -0.77 3.47  0.86
H37 -4.77 1.12 4.25  0.42
H38 -6.52 2.76 4.62  0.47
I1 -4.12 2.83 1.47  -0.64
C46 -2.01 -0.43 0.82  -0.32
C47 -3.25 -1.03 1.03  -1.22
C48 -3.30 -2.33 1.51  -0.73
C49 -2.12 -2.99 1.79  -1.16
C50 -0.93 -2.36 1.53  -0.65
N14 -0.91 -1.10 1.03  2.81
H39 -4.16 -0.47 0.83  0.56
H40 -4.26 -2.81 1.69  0.49
H41 -2.11 -3.99 2.20  0.46
H42 0.01 -2.85 1.72  0.59
C51 -0.27 3.65 -2.66  -1.34
C52 0.49 2.58 -1.85  0.56
N15 -0.38 2.02 -0.80  1.70
C53 -0.75 3.14 0.11  0.09
C54 -1.53 4.24 -0.63  -1.11
N16 -1.63 3.84 -2.07  0.10
C55 -2.41 2.58 -2.15  -1.31
C56 -1.61 1.49 -1.43  1.31
H43 -0.40 3.35 -3.71  0.35
H44 0.25 4.61 -2.63  0.34
H45 1.37 3.00 -1.38  0.69
H46 0.83 1.77 -2.50  -0.90
H47 0.16 3.55 0.52  0.64
H48 -1.39 2.77 0.93  -0.70
H49 -1.05 5.21 -0.57  0.29
H50 -2.54 4.31 -0.22  0.23
H51 -2.11 4.58 -2.59  0.29
H52 -2.59 2.35 -3.20  0.32
H53 -3.37 2.75 -1.65  0.47
H54 -1.35 0.70 -2.13  -0.60
H55 -2.19 1.03 -0.62  -1.07

=====

Here is C56H57N6O2P2PtSSi2 as an isolated structure in a non-equilibrium geometry from the Open Molecules 2025 dataset. Energies are from ωB97M-V with the def2-TZVPD basis set.

Computed properties:
net charge = -1
relative energy (zero: lowest compared OMol25 entry of this formula, charge and spin) = 236.0 kJ/mol
HOMO (spin up / spin down) = -3.448 / -3.447 eV
calculated total energy = -4426.62109 Ha
HOMO-LUMO gap (spin up / spin down) = 0.2010 / 0.2009 Ha

Last column: Mulliken charge in e.
Geometry (Å):
Pt1 0.07 0.62 -0.54  1.85
C1 -3.48 1.30 -1.94  -0.60
Si1 -2.84 -0.26 -2.78  -0.30
C2 -2.79 -0.03 -4.65  -1.17
C3 -4.04 -1.69 -2.41  -1.04
N1 -1.30 -0.56 -2.10  0.13
P1 -0.10 -1.60 -2.33  1.45
C4 1.05 -0.97 -1.27  -0.39
P2 2.62 -0.64 -0.71  1.64
N2 2.36 0.74 0.07  -0.36
Si2 3.28 1.90 0.93  -0.21
C5 2.41 3.56 0.75  -0.71
C6 5.07 2.06 0.31  -1.13
C7 3.36 1.47 2.78  -0.95
C8 3.96 -0.45 -1.92  0.79
C9 5.05 -1.30 -2.06  -0.46
C10 6.03 -1.03 -3.01  -0.71
C11 5.91 0.08 -3.83  -0.57
C12 4.81 0.92 -3.71  -0.90
C13 3.84 0.66 -2.75  -0.93
C14 3.16 -1.92 0.49  -0.29
C15 4.35 -1.80 1.20  -0.08
C16 4.60 -2.63 2.28  -0.71
C17 3.67 -3.59 2.66  -0.70
C18 2.49 -3.72 1.95  -0.43
C19 2.23 -2.88 0.87  -0.55
C20 0.28 -1.76 -4.11  0.66
C21 -0.21 -2.77 -4.93  -0.50
C22 0.00 -2.71 -6.30  -0.71
C23 0.69 -1.64 -6.85  -0.56
C24 1.17 -0.62 -6.03  -0.88
C25 0.96 -0.68 -4.67  -0.69
C26 -0.53 -3.28 -1.73  0.22
C27 0.02 -4.49 -2.15  -0.14
C28 -0.30 -5.67 -1.49  -1.07
C29 -1.15 -5.66 -0.40  -0.53
C30 -1.69 -4.45 0.04  -0.58
C31 -1.38 -3.28 -0.63  -0.61
H1 -4.55 1.45 -2.09  0.55
H2 -2.94 2.17 -2.32  0.14
H3 -3.29 1.25 -0.86  -0.18
H4 -3.76 0.31 -5.04  0.44
H5 -2.53 -0.96 -5.17  0.26
H6 -2.04 0.72 -4.92  0.28
H7 -5.02 -1.52 -2.87  0.45
H8 -4.19 -1.81 -1.34  0.24
H9 -3.65 -2.64 -2.80  0.28
H10 2.04 3.68 -0.27  0.24
H11 3.06 4.40 0.99  0.55
H12 1.54 3.60 1.41  -0.22
H13 5.09 2.40 -0.72  0.28
H14 5.61 1.11 0.35  0.27
H15 5.62 2.78 0.92  0.44
H16 2.35 1.51 3.20  0.16
H17 3.98 2.18 3.33  0.46
H18 3.75 0.46 2.95  0.23
H19 5.14 -2.17 -1.42  0.42
H20 6.88 -1.68 -3.10  0.40
H21 6.67 0.29 -4.56  0.39
H22 4.71 1.79 -4.35  0.43
H23 2.98 1.31 -2.62  0.54
H24 5.07 -1.05 0.91  0.25
H25 5.52 -2.52 2.84  0.42
H26 3.87 -4.23 3.51  0.37
H27 1.75 -4.46 2.24  0.67
H28 1.30 -2.95 0.33  0.41
H29 -0.79 -3.58 -4.51  0.43
H30 -0.39 -3.49 -6.94  0.39
H31 0.85 -1.60 -7.92  0.37
H32 1.69 0.22 -6.47  0.44
H33 1.31 0.11 -4.01  0.45
H34 0.73 -4.50 -2.97  0.52
H35 0.13 -6.60 -1.83  0.40
H36 -1.38 -6.58 0.12  0.39
H37 -2.34 -4.43 0.90  0.47
H38 -1.78 -2.33 -0.30  0.14
S1 -2.14 -2.95 5.12  -0.20
C32 -1.70 -1.94 3.70  -0.31
C33 -2.68 -1.52 2.81  -0.76
C34 -2.28 -0.79 1.70  -0.42
N3 -1.02 -0.48 1.45  0.31
C35 -0.09 -0.86 2.32  -0.72
C36 -0.38 -1.59 3.46  -0.66
C37 -1.83 -4.53 4.36  0.29
C38 -0.57 -5.11 4.39  -0.11
C39 -0.38 -6.32 3.73  -0.46
N4 -1.34 -6.96 3.08  -0.59
C40 -2.55 -6.41 3.07  -0.39
C41 -2.85 -5.20 3.69  -0.21
H39 -3.72 -1.77 2.97  0.52
H40 -3.01 -0.45 0.97  0.31
H41 0.93 -0.56 2.09  0.70
H42 0.41 -1.89 4.14  0.58
H43 0.25 -4.63 4.91  0.40
H44 0.59 -6.80 3.73  0.42
H45 -3.32 -6.95 2.53  0.36
H46 -3.85 -4.79 3.66  0.42
O1 -0.77 3.57 -2.31  -0.75
C42 -1.03 3.56 -1.12  -0.95
N5 -1.71 4.58 -0.48  0.13
C43 -1.78 4.37 0.95  3.62
C44 -1.08 2.98 1.03  -0.38
O2 -0.88 2.39 2.09  -0.57
N6 -0.74 2.57 -0.21  0.18
C45 -3.23 4.29 1.44  -0.76
C46 -3.61 3.47 2.50  -0.05
C47 -4.93 3.42 2.92  -1.05
C48 -5.90 4.19 2.29  -0.38
C49 -5.53 5.01 1.23  -0.91
C50 -4.21 5.06 0.81  -0.38
C51 -1.04 5.44 1.74  -0.35
C52 -0.95 6.74 1.25  -0.33
C53 -0.27 7.73 1.94  -0.98
C54 0.34 7.43 3.15  -0.43
C55 0.25 6.15 3.66  -1.08
C56 -0.44 5.16 2.97  0.09
H47 -1.82 5.46 -0.93  0.28
H48 -2.86 2.86 2.99  0.61
H49 -5.21 2.77 3.74  0.41
H50 -6.93 4.14 2.60  0.40
H51 -6.27 5.62 0.73  0.38
H52 -3.94 5.69 -0.02  0.28
H53 -1.42 7.00 0.31  0.22
H54 -0.21 8.73 1.53  0.39
H55 0.89 8.20 3.69  0.38
H56 0.72 5.91 4.61  0.40
H57 -0.50 4.16 3.37  0.62

=====

Here is C56H70BeOP2Si5 as an isolated structure from the Open Molecules 2025 dataset. Energies are from ωB97M-V with the def2-TZVPD basis set.

Computed properties:
net charge = 0
relative energy (zero: lowest compared OMol25 entry of this formula, charge and spin) = 0.0 kJ/mol
HOMO = -7.083 eV
calculated total energy = -4396.24078 Ha
HOMO-LUMO gap = 0.2285 Ha

Last column: Mulliken charge in e.
Geometry (Å):
Be1 -0.45 0.26 0.03  -1.44
C1 -3.27 -1.33 -1.28  -1.40
Si1 -2.11 -1.34 0.24  1.65
C2 -3.27 -0.57 1.60  0.31
C3 -4.56 -1.04 1.86  -0.40
C4 -5.37 -0.48 2.83  -1.07
C5 -4.91 0.58 3.61  -0.96
C6 -3.64 1.07 3.38  -0.58
C7 -2.84 0.52 2.37  0.48
P1 -1.11 1.08 2.15  1.01
C8 -1.15 2.86 2.57  0.20
C9 -2.25 3.65 2.23  -0.89
C10 -2.23 5.02 2.47  -0.67
C11 -1.12 5.61 3.05  -0.79
C12 -0.03 4.83 3.39  -0.89
C13 -0.04 3.47 3.14  -0.09
C14 -0.39 0.29 3.63  0.54
C15 0.02 -1.03 3.48  0.83
C16 0.46 -1.75 4.58  -0.33
C17 0.50 -1.16 5.83  -0.98
C18 0.09 0.16 5.99  -0.84
C19 -0.36 0.88 4.89  -0.50
C20 -2.05 -3.20 0.70  0.08
C21 -3.26 -3.91 0.74  -0.63
C22 -3.34 -5.21 1.21  -1.11
C23 -2.20 -5.86 1.64  -0.82
C24 -0.97 -5.23 1.52  -0.98
C25 -0.88 -3.93 1.03  1.35
P2 0.68 -3.19 0.40  1.50
C26 1.96 -4.38 0.92  0.12
C27 2.18 -4.55 2.29  -0.15
C28 3.22 -5.33 2.77  -0.76
C29 4.08 -5.95 1.87  -0.62
C30 3.89 -5.78 0.51  -0.87
C31 2.84 -5.00 0.04  -0.71
C32 0.33 -3.68 -1.34  -0.07
C33 0.14 -5.01 -1.73  -0.26
C34 -0.29 -5.31 -3.01  -1.01
C35 -0.54 -4.30 -3.92  -0.85
C36 -0.36 -2.98 -3.55  -0.75
C37 0.08 -2.67 -2.27  0.27
H1 -4.32 -1.45 -0.99  0.60
H2 -3.02 -2.14 -1.97  0.37
H3 -3.20 -0.39 -1.84  0.20
H4 -4.96 -1.87 1.29  0.20
H5 -6.36 -0.88 3.00  0.44
H6 -5.53 1.00 4.39  0.46
H7 -3.27 1.89 3.99  0.39
H8 -3.13 3.20 1.81  0.55
H9 -3.09 5.62 2.20  0.46
H10 -1.11 6.68 3.24  0.41
H11 0.84 5.29 3.85  0.48
H12 0.83 2.88 3.40  0.25
H13 0.01 -1.49 2.50  -0.65
H14 0.77 -2.78 4.46  0.41
H15 0.85 -1.72 6.69  0.42
H16 0.12 0.63 6.96  0.42
H17 -0.69 1.90 5.03  0.38
H18 -4.16 -3.44 0.37  0.38
H19 -4.30 -5.72 1.22  0.41
H20 -2.25 -6.87 2.03  0.41
H21 -0.07 -5.77 1.77  0.40
H22 1.51 -4.05 2.99  0.25
H23 3.36 -5.45 3.83  0.43
H24 4.90 -6.55 2.24  0.40
H25 4.57 -6.25 -0.19  0.42
H26 2.72 -4.88 -1.03  0.34
H27 0.30 -5.81 -1.01  0.53
H28 -0.43 -6.35 -3.30  0.43
H29 -0.88 -4.54 -4.93  0.38
H30 -0.54 -2.18 -4.26  0.35
H31 0.23 -1.64 -1.97  0.40
C38 2.25 -0.39 -3.79  -0.99
Si2 3.13 -0.23 -2.11  0.34
C39 4.64 0.84 -2.55  -1.31
C40 3.80 -1.94 -1.70  -1.01
Si3 1.83 0.67 -0.33  1.86
Si4 1.98 2.93 -1.03  0.66
C41 3.66 3.75 -0.78  -1.31
C42 1.56 3.07 -2.87  -0.95
C43 0.77 4.14 -0.20  -0.42
Si5 3.43 0.40 1.39  0.68
C44 3.48 -1.37 2.02  -0.21
C45 3.18 1.53 2.89  -0.84
C46 5.21 0.78 0.87  -1.24
H32 2.99 -0.21 -4.58  0.61
H33 1.44 0.32 -3.93  0.02
H34 1.86 -1.40 -3.94  0.27
H35 5.32 0.22 -3.15  0.39
H36 5.19 1.21 -1.69  0.27
H37 4.34 1.69 -3.16  0.35
H38 4.31 -2.36 -2.58  0.58
H39 2.99 -2.62 -1.43  0.03
H40 4.51 -1.92 -0.88  0.32
H41 4.46 3.28 -1.34  0.38
H42 3.94 3.75 0.27  0.25
H43 3.59 4.80 -1.11  0.44
H44 2.27 2.54 -3.51  0.25
H45 1.55 4.12 -3.17  0.48
H46 0.56 2.66 -3.09  0.12
H47 1.26 4.63 0.65  0.44
H48 -0.14 3.69 0.18  -0.48
H49 0.50 4.92 -0.92  0.46
H50 2.57 -1.64 2.55  -0.19
H51 4.32 -1.51 2.70  0.59
H52 3.60 -2.08 1.19  -0.18
H53 2.31 1.25 3.49  0.06
H54 3.08 2.58 2.59  0.24
H55 4.06 1.44 3.53  0.50
H56 5.58 0.12 0.08  0.31
H57 5.84 0.63 1.75  0.45
H58 5.34 1.81 0.54  0.28
C47 -3.88 4.24 -6.24  -1.61
C48 -3.36 3.68 -4.95  0.66
C49 -2.68 2.47 -4.91  -1.00
C50 -2.17 1.95 -3.73  1.03
C51 -1.47 0.62 -3.82  -0.96
C52 -2.37 2.67 -2.54  0.21
C53 -1.90 2.20 -1.25  0.61
O1 -1.19 1.21 -1.08  -0.80
C54 -3.07 3.90 -2.56  0.58
C55 -3.29 4.73 -1.32  -1.24
C56 -3.54 4.39 -3.76  -1.11
H59 -3.73 3.54 -7.07  0.36
H60 -3.38 5.17 -6.49  0.35
H61 -4.95 4.45 -6.17  0.36
H62 -2.52 1.92 -5.84  0.42
H63 -1.07 0.48 -4.82  0.73
H64 -2.17 -0.19 -3.62  0.42
H65 -0.66 0.52 -3.11  -0.43
H66 -2.20 2.78 -0.37  -0.62
H67 -2.36 4.99 -0.82  0.21
H68 -3.92 4.21 -0.59  0.24
H69 -3.80 5.66 -1.58  0.42
H70 -4.06 5.33 -3.78  0.40

=====

> net charge of number 3 (C56H70BeOP2Si5)?

0

=====

> The lowest calculated total energy belongs to which entry?

C56H55IN16OP2TeTi

=====

> net charge of number 1 (C56H55IN16OP2TeTi)?

0